Entry from OMol25: a molecular structure, C23H27N4O2PtS (the ωB97M-V functional and the def2-TZVPD basis).

Summary:
- Spin multiplicity: 3
- E: -1779.59835 hartree
- Energy above the lowest of the compared OMol25 structures with the same formula, charge and spin: 0.4694 eV
- Net charge: -1

Structure (XYZ):
```
58
Properties=species:S:1:pos:R:3:lowdin_charge:R:1
Pt -0.020 -0.173 0.453 0.7637
O -0.514 1.599 -1.176 -0.2876
N 0.472 2.397 -1.501 -0.2452
C 0.150 3.655 -1.887 -0.0500
C 1.091 4.568 -2.275 -0.0972
C 2.435 4.181 -2.250 -0.1107
C 2.751 2.912 -1.841 -0.1172
C 1.775 1.965 -1.453 -0.6973
S 2.145 0.380 -0.938 0.5417
H -0.911 3.847 -1.858 0.1231
H 0.776 5.557 -2.580 0.0914
H 3.217 4.872 -2.540 0.0945
H 3.778 2.577 -1.799 0.0916
C -0.100 0.147 4.886 -0.0818
C 0.093 -1.299 4.527 -0.2442
C 0.237 -2.271 5.502 -0.0937
C 0.409 -3.615 5.168 -0.1315
C 0.428 -3.967 3.822 -0.0934
C 0.285 -3.025 2.810 -0.2334
C 0.281 -3.454 1.369 -0.0889
C 0.118 -1.654 3.146 -0.3648
N -0.036 -0.671 2.232 -0.2295
H -0.113 0.279 5.971 0.0614
H -1.031 0.534 4.466 0.0688
H 0.692 0.767 4.459 0.0718
H 0.219 -1.972 6.546 0.0919
H 0.523 -4.369 5.938 0.0779
H 0.559 -5.009 3.543 0.0928
H 0.560 -4.507 1.286 0.0639
H 0.963 -2.849 0.770 0.0453
H -0.707 -3.320 0.916 0.0656
C -7.223 -1.611 -0.616 -0.0731
C -6.690 -1.861 -2.018 -0.2154
N -5.258 -1.587 -2.113 -0.0588
C -4.889 -0.240 -2.561 -0.2034
C -4.756 -0.143 -4.073 -0.0653
C -4.401 -2.642 -2.036 -0.4160
O -4.789 -3.797 -1.943 0.0598
C -2.923 -2.364 -2.104 -0.1252
C -2.143 -3.101 -2.973 -0.0171
C -0.784 -2.860 -3.020 -0.0403
C -0.243 -1.909 -2.162 -0.1385
N -0.981 -1.243 -1.281 -0.0719
C -2.295 -1.457 -1.262 -0.0918
H -8.303 -1.766 -0.578 0.0702
H -7.015 -0.590 -0.290 0.0706
H -6.751 -2.295 0.090 0.0794
H -7.196 -1.220 -2.744 0.1127
H -6.861 -2.894 -2.310 0.1109
H -3.979 0.100 -2.081 0.1016
H -5.680 0.423 -2.207 0.1173
H -3.951 -0.791 -4.427 0.0737
H -4.519 0.881 -4.370 0.0762
H -5.682 -0.441 -4.571 0.0704
H -2.608 -3.859 -3.593 0.1207
H -0.137 -3.401 -3.698 0.1023
H 0.810 -1.652 -2.163 0.0548
H -2.844 -0.897 -0.516 0.1174
```

Entry from OMol25: a single C23H27N5O2 molecule (the ωB97M-V functional and the def2-TZVPD basis).

Summary:
- SMILES: Cc1ccc(-n2ncc3c2CC(C)(C)C[C@@H]3NC(=O)CCc2ccc(=O)[nH]n2)cc1
- E: -1316.93626 hartree
- Energy above the lowest of the compared OMol25 structures with the same formula, charge and spin: 1.8157 eV

Structure (XYZ):
```
57
Properties=species:S:1:pos:R:3:lowdin_charge:R:1
C -1.525 5.200 4.661 -0.0535
C -1.101 4.057 3.791 -0.2850
C -1.808 2.858 3.813 -0.0370
C -1.429 1.795 3.022 -0.0050
C -0.324 1.910 2.181 -0.1814
C 0.375 3.109 2.131 -0.0135
C -0.013 4.165 2.937 -0.0416
H 0.540 5.092 2.891 0.1101
H 1.203 3.234 1.452 0.1021
N 0.027 0.809 1.390 -0.0365
C 1.241 0.426 0.915 -0.1401
C 1.038 -0.745 0.216 -0.1142
C -0.334 -1.008 0.331 -0.0825
N -0.927 -0.065 1.031 0.0907
H -0.881 -1.845 -0.052 0.1151
C 2.107 -1.493 -0.510 -0.2380
N 1.772 -1.607 -1.923 0.1149
C 1.013 -2.606 -2.422 -0.5078
O 0.679 -3.580 -1.783 0.0712
C 0.660 -2.432 -3.897 -0.0972
H 1.582 -2.356 -4.477 0.1196
H 0.129 -3.333 -4.208 0.1163
C -0.212 -1.193 -4.155 -0.1391
C -1.446 -1.206 -3.304 -0.2979
N -1.514 -0.347 -2.335 0.1186
N -2.592 -0.330 -1.568 0.0763
C -3.699 -1.159 -1.660 -0.4726
O -4.630 -1.037 -0.891 0.0470
C -3.591 -2.121 -2.745 0.0428
C -2.496 -2.144 -3.536 0.0089
H -2.398 -2.859 -4.340 0.1190
H -4.411 -2.812 -2.868 0.1181
H -2.542 0.299 -0.770 0.1413
H -0.499 -1.179 -5.210 0.1187
H 0.341 -0.278 -3.939 0.1073
H 1.877 -0.766 -2.469 0.1373
H 2.166 -2.521 -0.134 0.1575
C 3.449 -0.761 -0.366 -0.0835
H 3.500 0.014 -1.136 0.1251
H 4.265 -1.461 -0.549 0.1286
C 3.650 -0.082 1.000 -0.5416
C 5.035 0.571 1.028 -0.0509
H 5.813 -0.184 0.942 0.0851
H 5.183 1.108 1.962 0.0859
H 5.150 1.275 0.206 0.0834
C 3.559 -1.104 2.134 -0.0275
H 4.264 -1.916 1.968 0.0906
H 2.560 -1.526 2.203 0.0873
H 3.797 -0.633 3.085 0.0888
C 2.578 1.013 1.184 -0.0783
H 2.788 1.832 0.488 0.1265
H 2.624 1.415 2.199 0.1306
H -1.977 0.866 3.031 0.1075
H -2.665 2.760 4.463 0.1157
H -1.568 4.888 5.704 0.0812
H -0.835 6.035 4.575 0.0728
H -2.520 5.541 4.377 0.0829
```

Entry from OMol25: a molecular structure, C23H27N5O3PdS5Se in a non-equilibrium geometry (the ωB97M-V functional and the def2-TZVPD basis).

Summary:
- Spin multiplicity: 5
- E: -5911.76564 hartree
- Energy above the lowest of the compared OMol25 structures with the same formula, charge and spin: 0.5142 eV
- Net charge: +2

Structure (XYZ):
```
65
Properties=species:S:1:pos:R:3:lowdin_charge:R:1
Pd -0.170 0.625 1.234 0.3561
C 2.293 2.155 -0.463 -0.4591
C 3.108 1.594 0.692 -0.4335
S 2.295 0.202 1.546 0.8861
C 2.459 0.677 3.288 -0.4837
C 1.817 1.994 3.694 -0.4526
S 0.053 2.090 3.261 0.8638
C -0.082 3.699 2.431 -0.4700
C 0.814 3.918 1.219 -0.4504
S 0.591 2.659 -0.075 0.9065
H 2.810 3.009 -0.902 0.1056
H 2.170 1.411 -1.250 0.0588
H 4.059 1.226 0.304 0.1010
H 3.337 2.357 1.432 0.0736
H 2.019 -0.159 3.835 0.0714
H 3.522 0.692 3.532 0.1039
H 1.893 2.104 4.776 0.0995
H 2.328 2.846 3.250 0.0742
H -1.136 3.761 2.157 0.0819
H 0.106 4.478 3.172 0.1025
H 0.576 4.885 0.778 0.0981
H 1.867 3.944 1.493 0.0741
N -0.601 -0.518 -0.739 0.0290
C 0.462 -0.829 -1.503 -0.3303
C 1.434 -1.763 -1.012 -0.0585
C 2.551 -2.012 -1.743 -0.0386
C 2.741 -1.339 -2.978 -0.2395
C 1.767 -0.437 -3.495 -0.0391
C 0.646 -0.190 -2.773 -0.0241
S 4.245 -1.598 -3.878 0.4976
O 5.289 -0.865 -3.136 -0.1099
O 4.029 -1.173 -5.209 -0.1927
O 4.672 -2.963 -3.609 -0.1263
H -1.268 0.053 -1.261 0.0870
H -1.092 -1.385 -0.357 0.0725
H 1.282 -2.256 -0.060 0.0923
H 3.296 -2.713 -1.389 0.1289
H 1.923 0.033 -4.457 0.1275
H -0.107 0.488 -3.159 0.1233
Se -3.380 0.477 2.613 1.1383
N -2.421 1.063 1.208 -0.3367
C -3.277 1.488 0.284 -0.3606
C -2.941 2.061 -0.983 -0.0506
C -3.950 2.435 -1.813 -0.0334
C -5.329 2.280 -1.462 -0.0379
C -5.694 1.758 -0.268 0.0126
C -4.669 1.347 0.644 -0.3587
N -4.912 0.831 1.836 -0.1987
H -1.905 2.231 -1.251 0.0604
H -3.713 2.882 -2.770 0.1215
H -6.082 2.599 -2.170 0.1219
H -6.728 1.642 0.027 0.1309
C -1.785 -4.075 -1.454 0.0008
C -1.230 -4.052 -0.063 -0.2816
C -0.763 -5.199 0.559 0.0443
C -0.234 -5.087 1.836 -0.0549
N -0.209 -3.925 2.494 0.0831
C -0.655 -2.873 1.821 -0.7347
S -0.576 -1.363 2.716 0.8067
N -1.149 -2.866 0.565 0.0686
H -2.343 -4.991 -1.639 0.0968
H -0.965 -4.040 -2.177 0.1005
H -2.435 -3.218 -1.622 0.0873
H -0.811 -6.156 0.059 0.1351
H 0.157 -5.948 2.365 0.1323
```

Entry from OMol25: a single C23H27NO6 molecule (the ωB97M-V functional and the def2-TZVPD basis).

Summary:
- SMILES: CCC(=O)N1CCc2cc(OC)c(OC)cc2[C@@H]1COc1ccc(C(=O)OC)cc1
- E: -1398.82952 hartree
- Energy above the lowest of the compared OMol25 structures with the same formula, charge and spin: 2.4839 eV

Structure (XYZ):
```
57
Properties=species:S:1:pos:R:3:lowdin_charge:R:1
C 1.068 5.536 0.606 -0.0826
H 1.575 5.328 -0.333 0.0648
H 0.001 5.603 0.408 0.0817
C 1.332 4.439 1.639 -0.1554
C 0.774 3.119 1.140 -0.4576
O -0.358 2.773 1.420 0.0668
N 1.572 2.363 0.338 0.0031
C 2.978 2.648 0.105 -0.1330
H 3.530 2.537 1.048 0.1354
C 3.610 1.702 -0.921 -0.0997
C 3.315 0.286 -0.536 -0.1773
C 2.021 0.009 -0.122 -0.1312
C 1.693 -1.269 0.302 0.0462
C 2.625 -2.299 0.300 -0.1767
C 3.938 -2.024 -0.132 -0.1867
C 4.255 -0.726 -0.528 0.0586
H 5.271 -0.540 -0.838 0.1289
O 4.986 -2.888 -0.207 -0.0669
C 4.855 -4.248 0.143 -0.0738
H 4.121 -4.758 -0.483 0.0951
H 5.841 -4.679 -0.029 0.0934
H 4.582 -4.372 1.193 0.0946
O 2.321 -3.574 0.706 -0.1144
C 1.012 -3.854 1.138 -0.0726
H 0.740 -3.264 2.019 0.1000
H 0.278 -3.686 0.344 0.0948
H 1.017 -4.911 1.402 0.0972
H 0.690 -1.454 0.651 0.1053
C 1.010 1.115 -0.159 -0.1836
H 0.165 0.882 0.501 0.1461
C 0.428 1.315 -1.587 -0.1067
H 0.969 2.109 -2.104 0.1325
O -0.905 1.766 -1.567 -0.0198
C -1.884 0.934 -1.137 -0.2547
C -1.740 -0.440 -0.943 -0.0019
C -2.819 -1.192 -0.529 0.0003
C -4.058 -0.601 -0.298 -0.1350
C -4.203 0.772 -0.498 -0.0005
C -3.131 1.527 -0.912 0.0192
H -3.220 2.591 -1.064 0.1223
H -5.159 1.237 -0.318 0.1183
C -5.170 -1.460 0.151 -0.4609
O -5.077 -2.646 0.368 0.1024
O -6.325 -0.784 0.297 -0.0470
C -7.435 -1.552 0.729 -0.0527
H -7.644 -2.353 0.017 0.0965
H -8.276 -0.865 0.789 0.0921
H -7.233 -1.997 1.706 0.0968
H -2.721 -2.257 -0.376 0.1189
H -0.795 -0.928 -1.122 0.0981
H 0.528 0.389 -2.167 0.1345
H 3.212 1.908 -1.917 0.1179
H 4.685 1.881 -0.949 0.1229
H 3.094 3.678 -0.244 0.1154
H 0.791 4.682 2.555 0.1185
H 2.394 4.372 1.871 0.0992
H 1.414 6.497 0.980 0.0729
```

Entry from OMol25: 2 unconnected molecules or ions with the total composition C23H27O in a non-equilibrium geometry (the ωB97M-V functional and the def2-TZVPD basis).

Summary:
- E: -967.53281 hartree
- Energy above the lowest of the compared OMol25 structures with the same formula, charge and spin: 0.3821 eV
- Net charge: +1

Structure (XYZ):
```
51
Properties=species:S:1:pos:R:3:lowdin_charge:R:1
C 0.164 -3.883 3.204 -0.0137
C -0.323 -2.502 3.027 -0.1977
C 0.466 -1.552 2.487 0.0057
C 0.119 -0.188 2.590 0.0547
H 0.249 0.336 0.750 0.0369
C -1.129 0.254 3.094 -0.2354
C -1.414 1.713 3.327 -0.0302
C -1.968 -0.707 3.524 0.0485
C -1.725 -2.168 3.420 -0.0763
H -0.654 -4.541 3.486 0.0918
H 0.639 -4.317 2.328 0.1053
H 0.904 -3.962 4.012 0.1171
H 1.430 -1.831 2.128 0.1297
H 0.932 0.524 2.660 0.1434
H -0.514 2.322 3.246 0.0893
H -2.150 2.041 2.584 0.0861
H -1.867 1.920 4.322 0.1073
H -2.895 -0.398 3.969 0.1362
H -2.448 -2.637 2.722 0.1819
H -1.939 -2.632 4.392 0.1577
C -3.748 3.408 -3.983 -0.0626
O -3.469 3.684 -2.587 -0.0811
C -2.314 3.154 -2.095 -0.2739
C -2.141 3.216 -0.697 0.0089
C -1.104 2.517 -0.121 -0.0496
C -0.246 1.681 -0.845 -0.1939
C 0.682 0.778 -0.076 -0.1100
C 1.626 -0.097 -0.863 -0.2097
C 2.912 -0.318 -0.373 -0.0355
C 3.800 -1.184 -1.027 -0.0301
C 3.416 -1.848 -2.186 -0.2851
C 4.383 -2.730 -2.911 -0.0508
C 2.116 -1.676 -2.639 -0.0265
C 1.226 -0.820 -1.987 -0.0448
C -0.353 1.712 -2.250 -0.0221
C -1.400 2.416 -2.864 -0.0087
H -4.677 3.912 -4.149 0.0827
H -2.971 3.809 -4.664 0.0978
H -3.847 2.319 -4.193 0.1047
H -2.800 3.797 -0.068 0.1187
H -0.939 2.541 0.956 0.0831
H 1.301 1.501 0.471 0.1306
H 3.209 0.153 0.548 0.1053
H 4.780 -1.335 -0.627 0.1083
H 4.085 -2.916 -3.950 0.0824
H 5.395 -2.304 -2.929 0.0861
H 4.461 -3.702 -2.395 0.0909
H 1.800 -2.182 -3.546 0.1162
H 0.194 -0.773 -2.313 0.1110
H 0.276 1.147 -2.947 0.1065
H -1.530 2.345 -3.963 0.1130
```

Entry from OMol25: 2 unconnected molecules or ions with the total composition C23H28BClO7S in a non-equilibrium geometry (the ωB97M-V functional and the def2-TZVPD basis).

Summary:
- SMILES: C=CC1=CC(=O)c2c(COC)c(CCCS)c(Cl)c(B(O)OCC)c2C1=O.O=C1CCCO1
- E: -2303.12699 hartree

Structure (XYZ):
```
61
Properties=species:S:1:pos:R:3:lowdin_charge:R:1
C -5.662 -0.675 0.271 0.0248
C -4.922 -1.704 0.726 -0.1120
C -3.486 -1.606 1.067 -0.1380
C -2.946 -1.578 2.285 0.0849
C -1.476 -1.457 2.465 -0.3083
O -0.908 -1.999 3.381 0.1373
C -0.782 -0.652 1.401 -0.0167
C 0.325 0.143 1.683 -0.0635
C 0.843 0.231 3.111 -0.1574
O -0.195 0.597 4.009 -0.1695
C -0.636 1.931 3.841 -0.0776
C 0.944 0.890 0.673 -0.1536
C 2.138 1.777 0.932 -0.1633
C 3.398 1.060 1.482 -0.2300
C 4.074 1.821 2.656 -0.5516
S 4.387 0.820 4.148 0.7097
C 0.385 0.811 -0.609 -0.4908
Cl 1.090 1.710 -1.928 0.7969
C -0.724 0.031 -0.919 -0.0398
B -1.304 0.053 -2.410 -0.6718
O -1.304 -1.068 -3.173 0.1922
O -1.824 1.240 -2.894 0.0342
C -2.961 1.731 -2.173 -0.2142
C -2.594 2.757 -1.093 -0.0496
C -1.312 -0.716 0.106 -0.0231
C -2.540 -1.554 -0.104 -0.2712
O -2.781 -2.182 -1.106 0.1502
H -6.331 -0.818 -0.570 0.0617
H -5.634 0.295 0.760 0.0657
H -5.388 -2.683 0.822 0.1150
H -3.566 -1.621 3.172 0.1357
H 1.614 0.994 3.184 0.0775
H 1.243 -0.734 3.411 0.1390
H -0.123 2.449 3.026 0.0832
H -0.463 2.508 4.753 0.0900
H -1.708 1.929 3.634 0.0905
H 2.425 2.314 0.036 0.0668
H 1.824 2.548 1.643 0.1088
H 4.144 1.034 0.688 0.1084
H 3.194 0.051 1.831 0.0884
H 5.042 2.214 2.355 0.0607
H 3.482 2.680 2.970 0.0634
H 3.240 1.052 4.797 -0.1569
H -2.078 -1.121 -3.744 0.1270
H -3.577 0.924 -1.762 0.1129
H -3.586 2.235 -2.911 0.1193
H -2.586 2.273 -0.113 0.0692
H -3.302 3.581 -1.083 0.0747
H -1.574 3.106 -1.249 0.0721
O 5.401 -2.755 -3.091 0.1212
C 4.280 -2.494 -3.413 -0.4889
O 3.975 -1.948 -4.616 0.0237
C 2.571 -1.645 -4.682 -0.1516
C 1.914 -2.547 -3.646 -0.1441
C 3.014 -2.661 -2.592 -0.0702
H 2.437 -0.586 -4.451 0.1199
H 2.215 -1.833 -5.692 0.1238
H 0.972 -2.153 -3.271 0.0954
H 1.718 -3.528 -4.081 0.1206
H 2.968 -1.852 -1.861 0.1244
H 3.015 -3.620 -2.082 0.1247
```